The following is a quantum chemistry calculation of the ion C6H12N with charge +1 in a non-equilibrium geometry, from the Open Molecules 2025 dataset.

LUMO level: -0.1297 Ha
Relative energy (zero: lowest compared OMol25 entry of this formula, charge and spin): 60.9 kcal/mol
Multiplicity: 1
SMILES: C=C(C)C[C@@H]1C[NH2+]1
Charge: +1
M: 98.17 g mol⁻¹
HOMO energy: -0.48183 hartree

Atoms and positions in Å:
C  -0.73  -0.50  0.27
C  -0.46  1.79  -1.03
C  -0.31  0.29  -1.03
C  0.46  -0.95  1.10
C  1.43  0.10  1.45
C  0.60  -2.20  1.41
N  -1.31  0.94  -1.90
H  -1.33  0.05  0.96
H  -1.18  -1.44  -0.21
H  -1.15  2.42  -0.52
H  0.23  2.31  -1.61
H  0.53  -0.06  -1.58
H  1.23  0.82  0.61
H  2.47  -0.36  1.23
H  1.40  0.45  2.47
H  1.49  -2.52  1.97
H  -2.33  0.98  -1.78
H  -0.03  -3.06  1.05
H  -1.02  0.94  -2.89